The following is a DFT calculation (wB97M-V/def2-TZVPD) of a 9-piece molecular cluster, C27H50Cl16NO2 overall at a distorted geometry.

Output
energy	-234749.43141	eV
spin multiplicity	2
LUMO level (alpha / beta)	0.016 / 0.016	hartree
highest occupied orbital energy (alpha / beta)	-7.96 / -9.18	eV
HOMO-LUMO gap (alpha / beta)	8.388 / 9.605	eV

```
96
Properties=species:S:1:pos:R:3:forces:R:3
C 1.651536 -2.257919 1.593279 -0.13 0.34 0.36
C 1.294725 -1.146826 1.303482 -0.30 -0.25 0.00
C 0.623655 0.122981 0.995213 0.42 -0.11 -0.17
C -0.620114 -0.051262 0.061730 -0.22 -0.15 0.64
C -0.496767 -1.264069 -0.884638 0.26 -0.02 -0.09
C 0.687515 -1.368875 -1.885144 -0.02 0.07 -0.05
C 1.728548 -0.232965 -2.000748 0.69 -0.58 -0.21
C 3.155587 -0.625407 -1.551570 -0.01 0.51 0.07
C 3.872332 0.585007 -0.968051 0.24 -0.11 0.13
O 3.871215 1.660527 -1.904617 -0.13 -0.05 0.05
C 3.324067 2.868659 -1.430990 0.05 0.37 0.08
C 4.147203 3.553799 -0.346177 -0.18 0.06 -0.07
C -0.890987 1.223075 -0.773460 -0.49 -0.26 0.19
C -1.940918 2.259504 -0.286382 0.36 0.90 -0.82
C -1.263209 3.425765 0.460524 -0.73 0.10 0.33
C -2.530443 2.903929 -1.555968 0.59 0.18 0.07
N -3.059249 1.665351 0.476037 0.64 -0.79 -0.45
O -4.072772 1.329738 -0.232766 -0.07 0.17 0.10
C -2.700835 0.692025 1.536591 -1.12 -0.34 1.03
C -4.028190 0.027334 1.984794 0.43 0.01 0.29
C -2.152021 1.371990 2.806360 0.21 -0.48 -0.20
C -1.797657 -0.437492 1.023952 0.35 0.51 -0.61
H 1.886268 -3.199682 2.030055 0.19 -0.03 -0.24
H 0.317259 0.505028 1.969693 -0.09 0.24 -0.10
H 1.338110 0.843808 0.595015 0.00 -0.05 -0.06
H -0.518762 -2.157435 -0.258180 0.13 -0.02 -0.01
H -1.427987 -1.302866 -1.454773 -0.04 0.13 0.04
H 0.267016 -1.516169 -2.881971 -0.10 0.00 0.04
H 1.224969 -2.296996 -1.679428 0.04 0.03 0.09
H 1.817608 0.027679 -3.054731 -0.16 0.30 0.04
H 1.488812 0.678192 -1.467604 -0.38 -0.05 -0.06
H 3.747295 -0.983533 -2.397297 -0.11 -0.14 -0.03
H 3.131019 -1.415709 -0.801931 0.01 0.00 0.06
H 4.917557 0.362484 -0.745918 -0.21 -0.11 0.18
H 3.419915 0.878786 -0.014876 -0.21 0.10 -0.10
H 2.297296 2.739472 -1.056703 0.03 -0.26 -0.01
H 3.246911 3.525708 -2.298898 0.02 -0.04 -0.04
H 3.566261 4.392773 0.043806 0.07 0.03 0.04
H 4.350415 2.877652 0.484468 0.04 0.01 0.01
H 5.087920 3.945368 -0.731645 0.05 -0.12 -0.02
H 0.024053 1.785089 -0.948746 0.05 -0.03 0.08
H -1.212204 0.893995 -1.763241 -0.05 -0.07 0.02
H -0.358832 3.738488 -0.057362 0.13 -0.15 0.07
H -1.936738 4.284858 0.417822 0.00 -0.02 0.13
H -1.071851 3.238283 1.513237 0.28 -0.04 -0.12
H -3.335752 3.592380 -1.309073 -0.16 -0.15 -0.04
H -1.730557 3.501673 -2.005807 0.00 -0.04 -0.02
H -2.831967 2.166645 -2.293417 -0.31 0.01 0.09
H -3.841947 -0.484560 2.932950 0.02 -0.06 -0.04
H -4.367606 -0.718756 1.273278 -0.19 0.18 -0.12
H -4.794292 0.777015 2.166923 -0.08 -0.03 -0.14
H -2.835176 2.136327 3.172483 0.21 0.20 -0.23
H -2.122348 0.594940 3.572045 0.08 0.04 0.06
H -1.134479 1.740328 2.704193 -0.12 0.24 0.04
H -1.351472 -0.926842 1.891363 -0.13 -0.18 0.02
H -2.428478 -1.177716 0.532372 -0.06 0.08 -0.08
C 5.207792 -4.056849 -1.436193 -0.09 -0.02 0.14
Cl 4.674680 -3.839062 -3.107377 0.05 0.01 -0.06
Cl 3.834963 -4.097840 -0.319512 0.08 -0.09 0.00
H 5.750855 -4.991669 -1.359483 -0.08 -0.04 -0.04
H 5.850351 -3.228166 -1.172045 -0.15 0.06 -0.01
C -5.314915 -2.826874 4.644964 0.00 0.08 -0.01
Cl -5.574668 -3.560852 3.056204 -0.03 0.01 0.01
Cl -3.617687 -2.926868 5.149796 -0.01 0.02 0.03
H -5.597415 -1.778411 4.590091 0.22 -0.36 -0.03
H -5.917202 -3.360761 5.372255 0.14 0.06 -0.14
C 4.799705 -4.416270 -6.824064 -0.02 0.01 0.11
Cl 3.831164 -3.178940 -7.637774 0.04 0.04 -0.05
Cl 4.671479 -5.986803 -7.620097 0.02 -0.01 0.03
H 5.838329 -4.108900 -6.826908 -0.01 0.04 -0.08
H 4.431294 -4.503662 -5.810193 -0.02 -0.10 -0.01
C 1.146721 -0.438225 -7.587697 -0.03 -0.03 0.00
Cl 0.799818 0.873668 -8.721055 -0.01 -0.03 -0.05
Cl 1.286185 0.155004 -5.927141 0.04 -0.09 0.00
H 0.337898 -1.157608 -7.631100 -0.05 0.06 0.02
H 2.080378 -0.904725 -7.877069 0.05 0.09 0.06
C -1.960938 7.506381 1.000860 -0.05 0.00 0.03
Cl -2.158293 6.903578 -0.647728 -0.04 0.07 -0.06
Cl -0.357911 7.141065 1.652321 0.00 0.00 0.03
H -2.094786 8.581256 0.993905 0.06 0.00 -0.03
H -2.704247 7.032809 1.631267 0.03 -0.06 -0.01
C 8.187424 -0.897810 -1.689440 -0.02 0.11 0.02
Cl 6.683332 -0.206666 -2.296476 0.30 0.01 -0.19
Cl 8.228343 -2.649699 -1.930223 0.31 -0.06 -0.04
H 9.020561 -0.450173 -2.217825 -0.01 -0.07 -0.07
H 8.262537 -0.699591 -0.626601 -0.06 -0.02 0.00
C -6.449411 -6.171697 7.428437 0.06 -0.07 -0.04
Cl -7.240458 -4.650879 6.984203 -0.14 -0.09 0.10
Cl -5.976356 -6.198004 9.128515 0.01 -0.02 -0.01
H -7.144920 -6.982213 7.248289 -0.04 0.04 0.03
H -5.561001 -6.285622 6.818578 0.02 0.06 0.02
C -6.239807 1.403994 5.610996 0.04 -0.03 0.04
Cl -6.917782 0.131636 4.581936 -0.32 0.29 0.04
Cl -4.868026 2.183040 4.822673 -0.07 0.13 0.17
H -7.010770 2.139752 5.805054 0.00 0.02 -0.09
H -5.895157 0.957407 6.536231 0.01 -0.05 -0.04
```
Forces are in eV/Å.

Löwdin population analysis, charges in e, atoms 1 to 5: C 0.100; C -0.120; C -0.123; C -0.362; C -0.149